Entry from the OMol25 dataset: a cluster of 2 separate species, C3H2ClNO in total in a non-equilibrium geometry (ωB97M-V with the def2-TZVPD basis set).

Structure (XYZ):
```
8
Properties=species:S:1:pos:R:3
C 0.10419 0.99988 2.65423
C 1.03616 -0.22894 -0.23743
C 1.01108 -0.64826 1.00012
N 0.45945 0.12080 1.98960
O 1.15663 0.16129 -1.31521
Cl -2.63232 -0.07052 -2.32834
H -2.65618 1.21513 -3.03682
H 1.52100 -1.54937 1.27384
```

Its charge is 0. The calculation puts the electronic energy at -705.59915 Ha. The value obtained for the frontier orbital gap is 0.361 Eh. The value obtained for the LUMO energy is 0.162 eV. As for the energy above the lowest of the compared OMol25 structures with the same formula, charge and spin: 2.312 eV. As for the highest occupied orbital energy: -9.6 eV.

=====

Entry from the OMol25 dataset: an isolated molecule of C3H2ClNO2 in a non-equilibrium geometry (ωB97M-V with the def2-TZVPD basis set).

Structure (XYZ):
```
9
Properties=species:S:1:pos:R:3
C 0.42789 0.68050 -0.11667
C 0.40287 -0.65424 -0.15928
C 1.80736 1.07862 -0.26098
N 2.44449 -0.06519 -0.68652
O 2.28743 2.16265 -0.06113
O 1.61552 -1.12749 -0.58930
Cl 4.22117 -0.37103 0.32691
H -0.44212 1.26419 0.16614
H -0.29307 -1.36724 -0.02127
```

Its charge is 0. The calculation puts the electronic energy at -780.80205 Ha. Its structure (SMILES) is O=c1ccon1Cl. The value obtained for the frontier orbital gap (spin up / spin down) is 0.286 / 0.287 Eh. The value obtained for the LUMO energy (spin up / spin down) is -2.294 / -2.293 eV. As for the energy above the lowest of the compared OMol25 structures with the same formula, charge and spin: 4.059 eV. As for the highest occupied orbital energy (spin up / spin down): -10.1 / -10.1 eV.

=====

Entry from the OMol25 dataset: a structure of composition C3H2ClNO2 in a non-equilibrium geometry (ωB97M-V with the def2-TZVPD basis set).

Structure (XYZ):
```
9
Properties=species:S:1:pos:R:3
C 1.21814 0.15301 -1.01997
C 2.43885 0.48328 -0.29697
C -0.70412 0.13811 0.65147
N 0.30607 -0.01472 0.03430
O 1.13775 0.07741 -2.20595
O 3.10495 1.19883 0.35808
Cl -1.36701 1.54044 1.31686
H -3.39834 -2.01459 0.63442
H -2.73629 -1.56176 0.52775
```

Its charge is 0. The calculation puts the electronic energy at -780.74593 Ha. The value obtained for the frontier orbital gap (spin up / spin down) is 0.261 / 0.286 Eh. The value obtained for the LUMO energy (spin up / spin down) is -1.386 / -1.022 eV. As for the energy above the lowest of the compared OMol25 structures with the same formula, charge and spin: 5.586 eV. As for the highest occupied orbital energy (spin up / spin down): -8.5 / -8.8 eV.

=====

Entry from the OMol25 dataset: an isolated molecule of C3H2ClNOS in a non-equilibrium geometry (ωB97M-V with the def2-TZVPD basis set).

Structure (XYZ):
```
9
Properties=species:S:1:pos:R:3
C -1.06527 0.10843 0.04180
C -0.56346 1.38585 -0.16616
C 0.97091 -0.20471 0.26184
H -2.51103 -1.70193 -0.30196
H -1.01242 2.40273 -0.17668
N -0.02558 -0.89974 0.08510
O 0.77986 1.22654 0.13735
S -2.80988 -0.33316 -0.02221
Cl 2.72757 -0.38952 -0.09914
```

Its charge is 0. The calculation puts the electronic energy at -1103.82687 Ha. Its structure (SMILES) is Sc1coc(Cl)n1. The value obtained for the frontier orbital gap is 0.338 Eh. The value obtained for the LUMO energy is 0.371 eV. As for the energy above the lowest of the compared OMol25 structures with the same formula, charge and spin: 1.406 eV. As for the highest occupied orbital energy: -8.8 eV.

=====

Entry from the OMol25 dataset: a structure of composition C3H2CrLiO2 in a non-equilibrium geometry (ωB97M-V with the def2-TZVPD basis set).

Structure (XYZ):
```
9
Properties=species:S:1:pos:R:3
C 0.42706 0.30364 0.10249
Li -1.30657 -1.64665 0.94160
O -1.04794 0.27776 0.73832
C -0.80339 0.66373 -0.61024
H -0.93040 1.73481 -0.80804
H -1.18333 0.01391 -1.40937
Cr 2.41817 0.60510 0.86078
O 1.79121 -0.91941 -0.36307
C 0.63520 -1.03288 0.54754
```

Its charge is +1. The calculation puts the electronic energy at -1317.50471 Ha. The value obtained for the frontier orbital gap (spin up / spin down) is 0.266 / 0.269 Eh. The value obtained for the LUMO energy (spin up / spin down) is -5.340 / -5.358 eV. As for the energy above the lowest of the compared OMol25 structures with the same formula, charge and spin: 0.000 eV. As for the highest occupied orbital energy (spin up / spin down): -12.6 / -12.7 eV. As for the multiplicity: 5.

=====

Entry from the OMol25 dataset: a structure of composition C3H2CrO in a non-equilibrium geometry (ωB97M-V with the def2-TZVPD basis set).

Structure (XYZ):
```
7
Properties=species:S:1:pos:R:3
H -3.80844 -1.42003 2.21569
C -3.48775 -0.47099 2.72325
C -2.06079 -0.24079 2.55388
C -0.84277 -0.06617 2.49203
O 0.43150 0.09924 2.43630
H -4.07635 0.34029 2.25087
Cr 2.18338 0.51285 2.16073
```

Its charge is -2. The calculation puts the electronic energy at -1234.95390 Ha. The value obtained for the frontier orbital gap (spin up / spin down) is 0.108 / 0.131 Eh. The value obtained for the LUMO energy (spin up / spin down) is 5.467 / 5.900 eV. As for the highest occupied orbital energy (spin up / spin down): 2.5 / 2.3 eV. As for the multiplicity: 5.

=====

Entry from the OMol25 dataset: a structure of composition C3H2CuFO2 in a non-equilibrium geometry (ωB97M-V with the def2-TZVPD basis set).

Structure (XYZ):
```
9
Properties=species:S:1:pos:R:3
O 0.36071 -1.30600 -0.80363
C -1.60825 -0.73151 -1.96346
C 0.52176 -0.71216 0.29086
O -1.90300 0.24238 -1.39337
C 0.23200 0.69346 0.42762
F 0.11210 -1.44762 1.40251
H 0.33159 1.33022 -0.45830
H -0.38317 0.95019 1.29648
Cu 2.33626 0.98102 1.20128
```

Its charge is 0. The calculation puts the electronic energy at -2006.15384 Ha. The value obtained for the frontier orbital gap (spin up / spin down) is 0.247 / 0.267 Eh. The value obtained for the LUMO energy (spin up / spin down) is -0.328 / -3.377 eV. As for the energy above the lowest of the compared OMol25 structures with the same formula, charge and spin: 0.000 eV. As for the highest occupied orbital energy (spin up / spin down): -7.0 / -10.7 eV. As for the multiplicity: 3.

=====

Entry from the OMol25 dataset: a structure of composition C3H2F11K4NO14S5 in a non-equilibrium geometry (ωB97M-V with the def2-TZVPD basis set).

Structure (XYZ):
```
40
Properties=species:S:1:pos:R:3
K 2.15055 2.65998 1.83503
K 0.94643 -2.27818 -2.66082
K 4.25507 -0.82906 2.85023
K -3.24616 -2.85918 1.75941
N -0.93510 -1.54219 1.50059
S 0.69490 -2.12559 1.58050
O 1.55443 -1.42222 2.49154
O 1.26571 -2.76750 0.43920
F 0.34397 -3.41877 2.47500
S -0.47988 -0.30174 0.68434
O 0.06064 -0.53114 -0.62961
O -0.03859 0.82472 1.47863
F -2.00095 0.13432 0.37392
C -0.91862 4.88361 1.37959
F 0.35969 5.24950 1.57804
F -1.32641 4.17305 2.43367
F -1.65978 5.97816 1.30430
S -1.15509 3.86125 -0.19053
O -1.14406 4.82228 -1.27655
O 0.04320 3.01014 -0.18574
O -2.44212 3.23212 0.05842
C -2.98801 -3.00353 -1.91235
F -2.72257 -4.30633 -2.15534
F -4.11820 -2.86110 -1.21705
F -1.93599 -2.58106 -1.13618
S -3.05602 -2.01743 -3.54495
O -4.11295 -2.68493 -4.28425
O -3.34893 -0.67317 -3.09354
O -1.70439 -2.16982 -4.11594
C 5.03193 -0.08419 -1.42266
F 5.46151 0.58470 -2.46162
F 5.01916 -1.39653 -1.64741
F 5.88858 0.14764 -0.39227
S 3.33621 0.50406 -0.85904
O 2.40557 0.16301 -1.93081
O 3.02936 -0.17364 0.40636
O 3.50019 1.95579 -0.67885
O -2.38056 -0.63696 3.81295
H -2.02296 -0.95660 2.97007
H -1.60976 -0.56347 4.38370
```

Its charge is 0. The calculation puts the electronic energy at -6713.01627 Ha. The value obtained for the frontier orbital gap is 0.213 Eh. The value obtained for the LUMO energy is -2.144 eV. As for the highest occupied orbital energy: -7.9 eV.

=====

Entry from the OMol25 dataset: a structure of composition C3H2F15KN3O22S9 in a non-equilibrium geometry (ωB97M-V with the def2-TZVPD basis set).

Structure (XYZ):
```
55
Properties=species:S:1:pos:R:3
K 0.83786 0.31628 -1.14424
N -0.75578 -3.79852 6.76757
S -0.86251 -3.60858 5.29123
O -1.40253 -4.86453 4.68660
O -0.17526 -2.53558 4.56446
F -2.31622 -2.88433 5.41539
S 0.81732 -4.29722 6.63910
O 1.84346 -3.26363 6.49840
O 1.08821 -5.49958 5.98176
F 0.92696 -4.79635 8.17085
N 4.68410 5.04345 -2.16917
S 5.09513 5.16884 -0.49074
O 4.18123 4.57781 0.46246
O 5.90536 6.29702 -0.07793
F 6.16073 3.93605 -0.67209
S 3.41531 5.92752 -1.89490
O 3.53150 7.32782 -1.56351
O 2.24210 5.27900 -1.37690
F 3.07315 6.01877 -3.43852
N 0.17870 4.75889 6.46047
S 0.41531 6.37685 6.30072
O -0.23889 7.07237 7.37820
O 0.34811 6.88714 4.95102
F 1.97824 6.40001 6.64708
S -0.89882 4.63745 5.45442
O -0.48543 4.10394 4.10659
O -2.14002 5.42909 5.53456
F -1.56279 3.23162 6.06504
C 2.66982 -6.24742 -2.93359
F 2.70814 -5.11108 -3.51664
F 2.80686 -7.31142 -3.74089
F 3.70474 -6.24897 -2.00769
S 1.02142 -6.47601 -1.85158
O -0.08211 -6.94857 -2.64724
O 1.43973 -7.41850 -0.81724
O 0.68155 -5.08755 -1.38015
C -5.90660 0.21799 -0.80581
F -5.46615 -1.09846 -0.54158
F -6.29303 0.73726 0.35083
F -4.98542 0.89142 -1.49427
S -7.53244 0.10912 -1.84508
O -8.63666 0.11503 -0.85350
O -7.50011 1.31117 -2.69669
O -7.42225 -1.13202 -2.63401
C -1.80452 -1.71369 -8.83621
F -1.06924 -2.78482 -8.42696
F -2.06571 -1.75652 -10.07833
F -2.98913 -1.67611 -8.10001
S -1.06948 0.04686 -8.25088
O -1.01633 0.09759 -6.78968
O 0.25734 0.20170 -8.82809
O -1.98341 1.04294 -8.76948
O 4.86481 -2.19916 0.61605
H 4.47589 -3.00109 0.96518
H 5.30785 -1.80130 1.36547
```

Its charge is -5. The calculation puts the electronic energy at -7616.51578 Ha. The value obtained for the frontier orbital gap is 0.256 Eh. The value obtained for the LUMO energy is 6.625 eV. As for the energy above the lowest of the compared OMol25 structures with the same formula, charge and spin: 1.791 eV. As for the highest occupied orbital energy: -0.4 eV.

=====

Entry from the OMol25 dataset: an isolated molecule of C3H2F2N2O in a non-equilibrium geometry (ωB97M-V with the def2-TZVPD basis set).

Structure (XYZ):
```
10
Properties=species:S:1:pos:R:3
C 1.55260 0.07399 -0.87084
C -0.64247 1.20428 -1.00293
C -1.72823 0.97908 -0.07628
N 0.41889 0.62414 -1.12985
N 2.03251 1.17859 1.09157
O 2.41208 0.49271 0.14524
F -1.80610 -0.35859 0.32103
F -2.86631 1.47105 -0.50623
H 2.14893 -0.57053 -1.67392
H -1.40663 1.44962 0.80248
```

Its charge is 0. The calculation puts the electronic energy at -499.72771 Ha. The value obtained for the frontier orbital gap (spin up / spin down) is 0.296 / 0.290 Eh. The value obtained for the LUMO energy (spin up / spin down) is -0.701 / -0.744 eV. As for the energy above the lowest of the compared OMol25 structures with the same formula, charge and spin: 6.492 eV. As for the highest occupied orbital energy (spin up / spin down): -8.8 / -8.6 eV.

=====

Entry from the OMol25 dataset: a cluster of 2 separate species, C3H2F4O in total in a non-equilibrium geometry (ωB97M-V with the def2-TZVPD basis set).

Structure (XYZ):
```
10
Properties=species:S:1:pos:R:3
C 1.26685 -0.51523 -0.23255
C 1.75274 -0.28886 1.08760
C -1.30650 0.98427 -0.28719
O 2.25250 0.48134 0.09877
F 1.14214 0.34827 2.11032
F 2.73653 -1.05688 1.67595
F -1.98073 0.09378 -1.01290
F -1.05481 2.12768 -0.84141
H 1.58762 -1.29124 -0.80181
H -1.22991 0.59794 0.71868
```

Its charge is 0. The calculation puts the electronic energy at -590.01066 Ha. The value obtained for the frontier orbital gap (spin up / spin down) is 0.391 / 0.266 Eh. The value obtained for the LUMO energy (spin up / spin down) is 0.667 / -1.101 eV. As for the energy above the lowest of the compared OMol25 structures with the same formula, charge and spin: 5.049 eV. As for the highest occupied orbital energy (spin up / spin down): -10.0 / -8.3 eV.

=====

Entry from the OMol25 dataset: a structure of composition C3H2FMgO3Rb in a non-equilibrium geometry (ωB97M-V with the def2-TZVPD basis set).

Structure (XYZ):
```
11
Properties=species:S:1:pos:R:3
O 1.10006 -1.98706 -0.79846
C 1.55771 -0.98529 -1.27254
C -0.87128 0.61835 -0.21494
O 0.31867 0.68916 -0.70425
O 2.59416 -0.41434 -1.42314
C -1.26201 0.66405 1.08015
Rb -0.97774 -3.05263 1.53834
F -1.83727 0.51234 -1.15721
H -2.32218 0.74392 1.31877
H -0.51600 0.89630 1.84045
Mg 2.21586 2.31520 -0.20717
```

Its charge is 0. The calculation puts the electronic energy at -665.23901 Ha. The value obtained for the frontier orbital gap is 0.128 Eh. The value obtained for the LUMO energy is -1.513 eV. As for the highest occupied orbital energy: -5.0 eV.